Record 1
A structure of composition C27H36F10GaN3O25PS at a distorted geometry. Source: OMol25; level of theory: wB97M-V/def2-TZVPD.

Geometry as XYZ:
```
104
C27H36F10GaN3O25PS wB97M-V/def2-TZVPD
N 7.12 -3.66 0.24
C 5.91 -3.56 0.51
N 5.21 -4.67 1.06
N 5.18 -2.35 0.33
C 4.95 -2.03 -1.10
C 3.87 -0.93 -1.19
C 2.65 -1.39 -2.00
C 1.33 -1.26 -1.23
Ga 0.00 -2.42 -2.25
P 0.80 -4.68 -2.11
O 1.28 -5.09 -3.69
O 2.17 -4.65 -1.11
S -2.14 -2.22 -1.22
O -2.97 -1.43 -2.11
O -1.96 -1.55 0.06
C -3.03 -3.84 -0.92
F -3.51 -4.24 -2.05
F -4.02 -3.65 -0.08
F -2.28 -4.75 -0.43
H 7.44 -2.76 -0.11
H 4.53 -4.31 1.73
H 4.67 -5.15 0.36
H 4.26 -2.51 0.72
H 5.87 -1.67 -1.54
H 4.67 -2.91 -1.67
H 3.62 -0.62 -0.18
H 4.31 -0.10 -1.72
H 2.53 -0.83 -2.91
H 2.73 -2.43 -2.29
H 0.97 -0.24 -1.25
H 1.42 -1.54 -0.19
H -0.08 -1.94 -3.77
H 2.05 -5.67 -3.63
H 2.91 -5.14 -1.49
C -0.83 2.10 -5.14
C 0.30 2.13 -4.14
O 0.97 0.92 -4.41
C 0.77 0.63 -5.73
O 1.38 -0.17 -6.35
O -0.24 1.39 -6.24
F -0.16 2.10 -2.87
H -1.69 1.54 -4.77
H -1.15 3.09 -5.44
H 0.99 2.97 -4.25
C -5.40 -3.97 -4.68
C -6.30 -2.79 -4.92
O -6.90 -3.11 -6.17
C -6.92 -4.47 -6.26
O -7.58 -5.08 -7.04
O -6.11 -5.03 -5.33
F -5.61 -1.64 -5.05
H -4.42 -3.84 -5.15
H -5.25 -4.19 -3.63
H -7.08 -2.66 -4.17
C -4.87 3.93 -2.47
C -3.81 2.98 -2.95
O -2.61 3.68 -2.66
C -2.86 4.47 -1.58
O -2.03 4.98 -0.91
O -4.20 4.58 -1.37
F -3.87 2.76 -4.29
H -5.13 4.67 -3.22
H -5.77 3.43 -2.13
H -3.81 2.01 -2.44
C -2.18 3.91 2.24
C -3.46 3.49 2.91
O -3.01 2.83 4.08
C -1.80 3.39 4.40
O -1.26 3.26 5.45
O -1.31 4.11 3.37
F -4.16 2.61 2.15
H -1.77 3.12 1.61
H -2.27 4.82 1.65
H -4.12 4.32 3.20
C 1.63 2.91 5.15
C 2.87 2.91 6.00
O 3.57 1.77 5.52
C 3.21 1.60 4.21
O 3.79 0.92 3.44
O 2.11 2.33 3.93
F 2.59 2.74 7.31
H 0.85 2.28 5.57
H 1.23 3.90 4.98
H 3.50 3.79 5.88
C 6.90 2.16 4.02
C 8.24 2.67 4.46
O 8.52 3.68 3.51
C 7.31 4.17 3.09
O 7.16 5.18 2.49
O 6.31 3.33 3.45
F 9.20 1.72 4.39
H 6.98 1.38 3.26
H 6.29 1.78 4.84
H 8.25 3.11 5.46
C -4.16 -0.56 3.54
C -5.55 -1.15 3.58
O -5.43 -2.15 4.58
C -4.46 -1.74 5.44
O -4.28 -2.19 6.52
O -3.73 -0.73 4.90
F -5.89 -1.74 2.40
H -3.50 -1.12 2.88
H -4.16 0.48 3.26
H -6.33 -0.45 3.86
```

total charge	-1
HOMO-LUMO gap	5.8	eV
HOMO	-4.21	eV

Results of the Löwdin charge analysis, in e, for atoms 1 through 99: atom 1 (N): 0.136, atom 2 (C): -0.581, atom 3 (N): 0.090, atom 4 (N): 0.009, atom 5 (C): -0.203, atom 6 (C): -0.166, atom 7 (C): -0.302, atom 8 (C): -0.306, atom 9 (Ga): 0.328, atom 10 (P): 0.683, atom 11 (O): -0.416, atom 12 (O): -0.429, atom 13 (S): 0.576, atom 14 (O): -0.434, atom 15 (O): -0.412, atom 16 (C): -0.848, atom 17 (F): 0.141, atom 18 (F): 0.147, atom 19 (F): 0.163, atom 20 (H): 0.046, atom 21 (H): 0.075, atom 22 (H): 0.064, atom 23 (H): 0.099, atom 24 (H): 0.099, atom 25 (H): 0.101, atom 26 (H): 0.100, atom 27 (H): 0.099, atom 28 (H): 0.086, atom 29 (H): 0.053, atom 30 (H): 0.035, atom 31 (H): 0.046, atom 32 (H): -0.043, atom 33 (H): 0.016, atom 34 (H): 0.014, atom 35 (C): -0.066, atom 36 (C): -0.317, atom 37 (O): 0.110, atom 38 (C): -0.546, atom 39 (O): 0.181, atom 40 (O): 0.070, atom 41 (F): 0.076, atom 42 (H): 0.137, atom 43 (H): 0.137, atom 44 (H): 0.173, atom 45 (C): -0.043, atom 46 (C): -0.315, atom 47 (O): 0.126, atom 48 (C): -0.554, atom 49 (O): 0.171, atom 50 (O): 0.075, atom 51 (F): 0.078, atom 52 (H): 0.153, atom 53 (H): 0.124, atom 54 (H): 0.172, atom 55 (C): -0.048, atom 56 (C): -0.302, atom 57 (O): 0.123, atom 58 (C): -0.542, atom 59 (O): 0.173, atom 60 (O): 0.067, atom 61 (F): 0.076, atom 62 (H): 0.144, atom 63 (H): 0.142, atom 64 (H): 0.183, atom 65 (C): -0.043, atom 66 (C): -0.304, atom 67 (O): 0.129, atom 68 (C): -0.533, atom 69 (O): 0.168, atom 70 (O): 0.080, atom 71 (F): 0.068, atom 72 (H): 0.155, atom 73 (H): 0.130, atom 74 (H): 0.174, atom 75 (C): -0.059, atom 76 (C): -0.309, atom 77 (O): 0.115, atom 78 (C): -0.547, atom 79 (O): 0.182, atom 80 (O): 0.085, atom 81 (F): 0.074, atom 82 (H): 0.132, atom 83 (H): 0.134, atom 84 (H): 0.172, atom 85 (C): -0.053, atom 86 (C): -0.318, atom 87 (O): 0.129, atom 88 (C): -0.547, atom 89 (O): 0.180, atom 90 (O): 0.069, atom 91 (F): 0.075, atom 92 (H): 0.152, atom 93 (H): 0.131, atom 94 (H): 0.171, atom 95 (C): -0.042, atom 96 (C): -0.316, atom 97 (O): 0.129, atom 98 (C): -0.547, atom 99 (O): 0.177


Record 2
An isolated molecule of C6H7ClO2S2 at a distorted geometry. Source: OMol25; level of theory: wB97M-V/def2-TZVPD.

Geometry as XYZ:
```
18
C6H7ClO2S2 wB97M-V/def2-TZVPD
O -3.35 -1.04 1.26
S -2.93 -0.60 -0.02
O -3.78 -0.86 -1.17
Cl -2.82 1.44 0.09
C -1.37 -1.24 -0.31
C -0.55 -1.35 0.87
C -0.22 -0.18 1.61
C 0.50 0.49 0.48
C 0.74 -0.51 -0.73
C -0.51 -0.87 -1.44
S 1.02 -1.99 0.18
H -1.13 0.45 1.88
H 0.55 -0.13 2.39
H -0.06 1.31 0.10
H 1.55 0.78 0.73
H 1.60 -0.17 -1.23
H -0.41 -1.62 -2.21
H -1.02 0.10 -1.76
```

SMILES string	O=S(=O)(Cl)C1=C2CC[C@H](C1)S2
total charge	0
HOMO-LUMO gap (spin up / spin down)	7.8 / 7.8	eV
HOMO (spin up / spin down)	-9.41 / -9.41	eV

Atom-resolved charges from Löwdin, all expressed in e: atom 1 (O): -0.319, atom 2 (S): 0.345, atom 3 (O): -0.335, atom 4 (Cl): 0.427, atom 5 (C): -0.384, atom 6 (C): -0.332, atom 7 (C): -0.237, atom 8 (C): -0.207, atom 9 (C): -0.553, atom 10 (C): -0.212, atom 11 (S): 0.993, atom 12 (H): 0.114, atom 13 (H): 0.128, atom 14 (H): 0.077, atom 15 (H): 0.138, atom 16 (H): 0.095, atom 17 (H): 0.120, atom 18 (H): 0.143


Record 3
A cluster of 10 separate species, C47H68B3BrN10O3S2 in total at a distorted geometry. Source: OMol25; level of theory: wB97M-V/def2-TZVPD.

Geometry as XYZ:
```
134
C47H68B3BrN10O3S2 wB97M-V/def2-TZVPD
C -1.10 1.92 2.82
C -1.47 2.42 1.29
N -2.24 1.32 0.60
C -3.11 1.80 -0.54
C -2.91 1.02 -1.96
C -1.37 0.13 0.23
S -2.10 -1.43 0.41
S 0.40 0.17 -0.36
C 0.76 1.63 -1.47
C 1.30 1.25 -2.97
C 2.94 1.33 -3.09
B 3.69 -0.15 -2.85
O 4.66 -0.35 -1.73
B 3.91 -1.21 -0.77
O 2.79 -2.02 -1.36
B 3.26 -2.45 -2.71
C 3.60 -4.03 -3.05
C 2.80 -4.92 -1.90
C 2.53 -6.48 -2.35
Br 3.87 -5.00 -0.17
O 3.43 -1.33 -3.71
H -0.31 1.03 2.80
H -0.70 2.82 3.47
H -2.13 1.51 3.27
H -0.46 2.72 0.78
H -2.14 3.41 1.27
H -4.23 1.60 -0.20
H -3.00 2.97 -0.69
H -3.19 -0.13 -1.93
H -1.83 1.22 -2.42
H -3.67 1.50 -2.74
H -0.18 2.36 -1.47
H 1.64 2.24 -0.95
H 0.83 2.05 -3.71
H 0.95 0.16 -3.20
H 3.44 2.11 -2.36
H 3.19 1.68 -4.20
H 4.14 -1.24 0.39
H 4.77 -4.27 -2.93
H 3.33 -4.34 -4.15
H 1.76 -4.39 -1.76
H 2.26 -6.49 -3.49
H 1.66 -6.89 -1.68
H 3.53 -7.10 -2.15
C -8.01 3.31 -1.11
C -8.72 2.32 -0.40
C -8.09 1.11 -0.64
N -7.03 1.35 -1.47
C -6.97 2.69 -1.76
H -8.23 4.37 -1.14
H -9.60 2.46 0.22
H -8.31 0.11 -0.29
H -6.39 0.65 -1.82
H -6.19 3.09 -2.40
C -2.20 3.49 -6.85
C -0.88 3.16 -7.23
C -0.45 2.15 -6.39
N -1.47 1.87 -5.52
C -2.54 2.67 -5.80
H -2.84 4.24 -7.31
H -0.30 3.61 -8.02
H 0.49 1.62 -6.34
H -1.43 1.17 -4.78
H -3.46 2.60 -5.22
C 8.80 -1.70 2.43
C 7.84 -1.26 3.37
C 6.74 -0.82 2.67
N 7.00 -0.97 1.33
C 8.25 -1.51 1.17
H 9.78 -2.11 2.64
H 7.94 -1.27 4.45
H 5.79 -0.42 3.00
H 6.37 -0.73 0.58
H 8.65 -1.72 0.19
C 1.43 -5.66 5.03
C 2.39 -5.68 3.99
C 1.78 -5.18 2.86
N 0.48 -4.87 3.18
C 0.26 -5.15 4.51
H 1.58 -5.98 6.05
H 3.41 -6.02 4.05
H 2.15 -5.03 1.86
H -0.21 -4.49 2.55
H -0.70 -4.97 4.96
C -2.77 7.52 -0.80
C -2.09 6.29 -0.97
C -1.16 6.20 0.03
N -1.24 7.33 0.80
C -2.23 8.14 0.30
H -3.58 7.91 -1.41
H -2.27 5.55 -1.75
H -0.43 5.42 0.26
H -0.67 7.53 1.60
H -2.46 9.08 0.78
C -3.39 -3.41 8.05
C -4.10 -4.41 8.76
C -3.47 -5.61 8.52
N -2.41 -5.37 7.68
C -2.35 -4.03 7.40
H -3.61 -2.35 8.02
H -4.98 -4.26 9.38
H -3.69 -6.61 8.86
H -1.77 -6.07 7.34
H -1.57 -3.64 6.76
C 7.72 0.49 8.59
C 8.03 -0.14 7.37
C 8.18 0.85 6.42
N 7.96 2.05 7.03
C 7.68 1.85 8.36
H 7.54 0.01 9.55
H 8.14 -1.21 7.19
H 8.42 0.80 5.37
H 8.00 2.96 6.58
H 7.49 2.68 9.02
C -12.63 -1.56 -2.29
C -11.22 -1.48 -2.34
C -10.87 -0.19 -2.03
N -12.03 0.52 -1.81
C -13.11 -0.31 -1.96
H -13.24 -2.44 -2.48
H -10.53 -2.28 -2.57
H -9.91 0.29 -1.96
H -12.07 1.50 -1.57
H -14.11 0.06 -1.82
C 4.74 0.56 -6.97
C 5.53 0.20 -5.85
C 6.72 0.89 -5.94
N 6.67 1.66 -7.08
C 5.47 1.47 -7.71
H 3.75 0.20 -7.21
H 5.26 -0.49 -5.07
H 7.59 0.91 -5.30
H 7.41 2.27 -7.40
H 5.24 1.99 -8.63
```

SMILES string	CCN(CC)C(=S)SCCCB1OBOB(C[C@@H](C)Br)O1.c1cc[nH]c1.c1cc[nH]c1.c1cc[nH]c1.c1cc[nH]c1.c1cc[nH]c1.c1cc[nH]c1.c1cc[nH]c1.c1cc[nH]c1.c1cc[nH]c1
total charge	0
HOMO-LUMO gap	7.2	eV
HOMO	-8.08	eV

Results of the Löwdin charge analysis, in e, for atoms 1 through 99: atom 1 (C): -0.108, atom 2 (C): -0.264, atom 3 (N): -0.229, atom 4 (C): -0.224, atom 5 (C): -0.128, atom 6 (C): -0.987, atom 7 (S): 0.562, atom 8 (S): 0.832, atom 9 (C): -0.475, atom 10 (C): -0.232, atom 11 (C): -0.072, atom 12 (B): -0.399, atom 13 (O): 0.115, atom 14 (B): -0.238, atom 15 (O): 0.051, atom 16 (B): -0.382, atom 17 (C): -0.100, atom 18 (C): -0.658, atom 19 (C): -0.172, atom 20 (Br): 0.687, atom 21 (O): 0.137, atom 22 (H): 0.084, atom 23 (H): 0.081, atom 24 (H): 0.095, atom 25 (H): 0.088, atom 26 (H): 0.132, atom 27 (H): 0.127, atom 28 (H): 0.120, atom 29 (H): 0.071, atom 30 (H): 0.063, atom 31 (H): 0.075, atom 32 (H): 0.086, atom 33 (H): 0.097, atom 34 (H): 0.114, atom 35 (H): 0.120, atom 36 (H): 0.125, atom 37 (H): 0.127, atom 38 (H): 0.107, atom 39 (H): 0.134, atom 40 (H): 0.127, atom 41 (H): 0.120, atom 42 (H): 0.084, atom 43 (H): 0.088, atom 44 (H): 0.085, atom 45 (C): -0.109, atom 46 (C): -0.120, atom 47 (C): -0.166, atom 48 (N): 0.007, atom 49 (C): -0.147, atom 50 (H): 0.092, atom 51 (H): 0.095, atom 52 (H): 0.114, atom 53 (H): 0.144, atom 54 (H): 0.101, atom 55 (C): -0.112, atom 56 (C): -0.111, atom 57 (C): -0.151, atom 58 (N): -0.001, atom 59 (C): -0.144, atom 60 (H): 0.093, atom 61 (H): 0.093, atom 62 (H): 0.102, atom 63 (H): 0.124, atom 64 (H): 0.096, atom 65 (C): -0.111, atom 66 (C): -0.118, atom 67 (C): -0.133, atom 68 (N): 0.007, atom 69 (C): -0.139, atom 70 (H): 0.092, atom 71 (H): 0.074, atom 72 (H): 0.108, atom 73 (H): 0.116, atom 74 (H): 0.106, atom 75 (C): -0.118, atom 76 (C): -0.110, atom 77 (C): -0.151, atom 78 (N): 0.007, atom 79 (C): -0.149, atom 80 (H): 0.088, atom 81 (H): 0.092, atom 82 (H): 0.014, atom 83 (H): 0.147, atom 84 (H): 0.085, atom 85 (C): -0.112, atom 86 (C): -0.121, atom 87 (C): -0.153, atom 88 (N): 0.000, atom 89 (C): -0.139, atom 90 (H): 0.092, atom 91 (H): 0.086, atom 92 (H): 0.097, atom 93 (H): 0.149, atom 94 (H): 0.107, atom 95 (C): -0.116, atom 96 (C): -0.118, atom 97 (C): -0.144, atom 98 (N): -0.001, atom 99 (C): -0.148


Record 4
A cluster of 4 separate species, C3H14O3S in total at a distorted geometry. Source: OMol25; level of theory: wB97M-V/def2-TZVPD.

Geometry as XYZ:
```
21
C3H14O3S wB97M-V/def2-TZVPD
C 1.82 1.13 -0.88
C 0.50 1.31 -1.62
C -0.69 0.75 -0.80
S -2.32 1.41 -1.13
H 2.62 1.68 -1.52
H 2.25 0.10 -0.89
H 1.91 1.68 0.09
H 0.27 2.37 -1.80
H 0.43 0.85 -2.61
H -0.46 0.89 0.27
H -0.67 -0.33 -1.06
H -3.00 0.69 -0.25
H -1.48 -1.39 0.92
H -2.65 -0.91 1.83
O -1.82 -0.63 1.44
H 1.73 0.03 1.77
H 0.33 -0.42 2.17
O 1.26 -0.64 2.29
H 0.36 -2.53 1.17
H -0.16 -3.50 0.22
O -0.23 -2.54 0.38
```

total charge	+1
HOMO-LUMO gap (spin up / spin down)	11.2 / 6.0	eV
HOMO (spin up / spin down)	-14.68 / -14.68	eV
spin multiplicity	2

Atom-resolved charges from Löwdin, all expressed in e: atom 1 (C): -0.109, atom 2 (C): -0.302, atom 3 (C): -0.499, atom 4 (S): 1.188, atom 5 (H): 0.117, atom 6 (H): 0.098, atom 7 (H): 0.092, atom 8 (H): 0.106, atom 9 (H): 0.121, atom 10 (H): 0.088, atom 11 (H): 0.111, atom 12 (H): -0.067, atom 13 (H): 0.008, atom 14 (H): 0.067, atom 15 (O): -0.090, atom 16 (H): 0.021, atom 17 (H): 0.006, atom 18 (O): -0.038, atom 19 (H): 0.066, atom 20 (H): 0.077, atom 21 (O): -0.060


What are the electronic energy values for these records? In order: -6758.8489 -1639.7126 -6049.8656 -746.2667 a.u..